1.
ORCA calculation (ωB97M-V/def2-TZVPD) on a 2-piece molecular cluster, C4H12 overall in a non-equilibrium geometry.

```
16
Properties=species:S:1:pos:R:3:forces:R:3
C -2.283 -0.109 -1.768 -0.37 -1.66 2.82
C -1.037 0.226 -0.900 -0.47 2.04 -1.49
H -3.132 -0.450 -1.099 0.79 0.53 -0.64
H -2.663 0.693 -2.354 0.02 0.44 -0.74
H -2.021 -1.022 -2.283 -0.24 0.13 -0.89
H -0.194 -0.385 -1.168 -0.03 -0.47 0.01
H -1.162 0.303 0.165 -0.38 -0.57 0.44
H -0.714 1.259 -1.157 -0.02 -0.49 0.03
C 1.662 0.216 2.071 -0.65 -1.07 -0.43
C 1.718 -0.330 0.633 -0.84 -0.46 -0.68
H 0.593 0.373 2.222 0.07 0.26 0.58
H 1.996 -0.476 2.838 0.21 -0.04 0.03
H 2.183 1.160 2.182 0.07 0.11 -0.11
H 2.649 -0.174 0.123 0.47 0.75 -0.30
H 0.848 0.120 0.121 1.46 0.15 0.06
H 1.557 -1.404 0.373 -0.09 0.34 1.30
```
Positions in Å, forces in eV/Å.

- Charge: 0
- Multiplicity: 1
- Lowest unoccupied orbital energy: 0.040 Ha
- Frontier orbital gap: 12.33 eV
- HOMO level: -11.24 eV
- SMILES string: CC.CC
- Relative energy (zero: lowest compared OMol25 entry of this formula, charge and spin): 0.8847 eV

From a Mulliken analysis of the wavefunction, the atomic charges in e read: -0.890 -0.763 0.233 0.298 0.264 0.241 0.276 0.322 -0.868 -0.318 0.282 0.286 0.246 0.351 -0.283 0.323

---

2.
ORCA calculation (ωB97M-V/def2-TZVPD) on the molecule CH3IN2O in a non-equilibrium geometry.

```
8
Properties=species:S:1:pos:R:3:forces:R:3
C -0.529 1.122 0.198 0.14 -1.73 1.75
N 1.421 -1.589 -0.584 -0.87 2.08 0.16
N 0.788 -0.840 0.163 -0.26 -0.34 -0.64
O 0.672 0.452 -0.391 -1.63 0.80 1.17
I -2.389 0.201 -0.530 0.51 0.30 -0.08
H -0.554 2.176 -0.119 0.36 -0.71 0.16
H -0.736 0.953 1.389 1.35 0.53 -3.06
H 1.327 -2.475 -0.126 0.40 -0.93 0.55
```
Positions in Å, forces in eV/Å.

- Charge: 0
- Multiplicity: 1
- Lowest unoccupied orbital energy: 0.005 Ha
- Frontier orbital gap: 9.76 eV
- HOMO level: -9.63 eV
- SMILES string: [H]/N=N/OCI
- Relative energy (zero: lowest compared OMol25 entry of this formula, charge and spin): 2.1898 eV

From a Mulliken analysis of the wavefunction, the atomic charges in e read: -0.436 -0.454 0.107 -0.128 0.020 0.339 0.272 0.281

---

3.
ORCA calculation (ωB97M-V/def2-TZVPD) on an isolated ion of composition C22H30N3O3 and charge +1.

```
58
Properties=species:S:1:pos:R:3:forces:R:3
C 0.008 -1.326 -1.204 0.01 -0.28 0.01
H -0.742 -1.789 -1.843 0.07 -0.02 0.06
H 0.996 -1.700 -1.487 -0.02 0.02 0.02
H -0.200 -1.574 -0.160 0.00 0.02 -0.01
O -0.111 0.062 -1.430 0.08 0.52 0.03
C 0.601 0.920 -0.653 0.04 0.16 -0.10
C 1.643 0.517 0.168 -0.04 0.00 0.01
C 2.381 1.433 0.912 0.04 0.14 0.03
C 2.071 2.783 0.833 0.04 -0.30 0.02
C 1.027 3.198 0.032 -0.19 -0.16 -0.26
C 0.266 2.295 -0.704 0.50 -0.11 0.22
O -0.704 2.847 -1.459 0.14 -0.03 -0.03
C -1.847 2.104 -1.816 -0.33 -0.14 0.04
H -1.630 1.399 -2.626 -0.08 0.16 0.14
C -2.432 1.347 -0.612 -0.02 0.19 -0.61
O -1.939 1.420 0.494 0.06 0.11 0.35
N -3.505 0.604 -0.923 -0.23 -0.15 -0.09
H -3.863 0.612 -1.865 0.10 0.08 -0.03
C -4.244 -0.182 0.050 -0.15 -0.10 -0.10
C -5.690 0.305 0.147 0.18 0.00 0.38
C -6.457 -0.521 1.177 -0.16 -0.06 -0.31
C -6.419 -2.002 0.812 0.13 0.03 0.31
C -4.977 -2.487 0.709 -0.16 -0.06 -0.30
C -4.207 -1.665 -0.322 0.11 0.07 0.40
H -3.171 -2.004 -0.377 0.04 0.02 -0.08
H -4.661 -1.799 -1.307 0.00 -0.01 -0.11
H -4.956 -3.541 0.426 0.06 -0.03 0.08
H -4.491 -2.391 1.682 0.05 -0.05 0.07
H -6.952 -2.583 1.565 -0.07 -0.04 -0.05
H -6.923 -2.154 -0.145 -0.07 -0.04 -0.05
H -7.490 -0.175 1.226 0.01 0.04 0.09
H -6.008 -0.377 2.161 -0.02 0.04 0.09
H -5.702 1.360 0.426 0.01 0.04 -0.08
H -6.169 0.205 -0.830 -0.03 0.03 -0.10
H -3.737 -0.028 1.008 -0.08 -0.03 -0.10
H -2.565 2.852 -2.166 0.06 -0.13 0.04
H 0.751 4.238 -0.021 -0.07 0.13 -0.01
H 2.610 3.515 1.420 0.04 0.14 0.12
C 3.519 0.968 1.772 -0.76 -0.18 0.14
H 3.374 1.266 2.813 0.21 -0.01 -0.06
H 3.626 -0.117 1.723 0.15 0.13 0.03
N 4.804 1.592 1.302 0.12 0.19 0.20
H 4.683 2.610 1.365 0.18 -0.23 0.06
C 5.158 1.241 -0.106 0.21 -0.34 -0.75
C 5.341 -0.242 -0.265 0.04 -0.09 0.07
C 4.466 -0.989 -1.050 0.13 0.45 0.16
N 4.559 -2.295 -1.196 -0.37 -0.31 -0.35
C 5.540 -2.934 -0.586 0.27 -0.05 0.19
C 6.488 -2.290 0.200 -0.04 0.11 0.04
C 6.381 -0.920 0.366 -0.16 -0.09 -0.15
H 7.108 -0.387 0.966 0.12 0.04 0.06
H 7.285 -2.844 0.667 0.08 -0.08 0.04
H 5.569 -4.003 -0.738 0.09 -0.11 0.04
H 3.659 -0.507 -1.586 -0.08 0.15 -0.02
H 6.077 1.772 -0.369 -0.14 0.08 0.15
H 4.346 1.588 -0.748 0.09 0.08 0.17
H 5.570 1.307 1.922 -0.15 0.20 -0.08
H 1.887 -0.531 0.246 0.00 -0.15 -0.04
```
Positions in Å, forces in eV/Å.

- Charge: +1
- Multiplicity: 1
- Lowest unoccupied orbital energy: -0.105 Ha
- Frontier orbital gap: 7.88 eV
- HOMO level: -10.75 eV
- SMILES string: COc1cc(C[NH2+]Cc2cccnc2)ccc1OCC(=O)NC1CCCCC1
- Relative energy (zero: lowest compared OMol25 entry of this formula, charge and spin): 0.7737 eV

From a Mulliken analysis of the wavefunction, the atomic charges in e read: -1.072 0.279 0.381 0.410 -0.462 1.170 -0.281 0.336 -0.745 -1.071 0.540 -0.494 -0.902 0.323 0.808 -0.694 -0.143 0.326 -0.079 -0.802 -0.652 -0.684 -0.716 -0.513 0.119 0.318 0.350 0.339 0.326 0.316 0.352 0.324 0.333 0.334 0.320 0.477 0.462 0.397 -1.546 0.516 0.384 0.007 0.401 -1.253 0.800 -0.282 -0.590 -0.339 -0.507 -0.410 0.425 0.421 0.386 0.551 0.551 0.416 0.410 0.626

---

4.
ORCA calculation (ωB97M-V/def2-TZVPD) on the molecule C4H7NOS in a non-equilibrium geometry.

```
14
Properties=species:S:1:pos:R:3:forces:R:3
C 0.785 -0.258 -1.635 -1.40 0.47 -0.73
C -0.462 -0.985 -1.207 -2.16 -1.27 -1.05
C -0.159 0.138 0.758 1.38 2.04 -1.82
C -0.569 1.461 1.382 2.69 -1.34 0.70
N 1.216 0.587 -0.850 -0.28 0.48 2.09
O -1.076 -0.515 0.011 1.45 0.77 -0.95
S 0.946 -0.712 1.790 0.38 -0.88 -0.11
H 1.150 -0.573 -2.666 -0.07 0.52 1.18
H -1.350 -0.929 -1.964 1.91 -0.81 1.10
H 0.025 -1.944 -0.997 -1.16 -0.82 -0.35
H -0.057 1.411 2.387 -0.91 0.87 -0.87
H -1.596 1.513 1.441 -2.33 0.13 0.41
H -0.207 2.286 0.782 0.24 0.10 0.02
H 1.355 -1.478 0.767 0.26 -0.28 0.39
```
Positions in Å, forces in eV/Å.

- Charge: 0
- Multiplicity: 1
- Lowest unoccupied orbital energy (spin up / spin down): 0.022 / 0.022 Ha
- Frontier orbital gap (spin up / spin down): 8.87 / 8.87 eV
- HOMO level (spin up / spin down): -8.28 / -8.28 eV
- Relative energy (zero: lowest compared OMol25 entry of this formula, charge and spin): 3.7305 eV

From a Mulliken analysis of the wavefunction, the atomic charges in e read: 0.198 -0.652 0.813 -1.234 -0.649 -0.342 -0.189 0.318 0.300 0.358 0.355 0.327 0.280 0.117